*w*
A cluster of 2 separate species, C2H9N2O in total. Source: the Open Molecules 2025 dataset; level of theory: the ωB97M-V functional and the def2-TZVPD basis.

```
14
Properties=species:S:1:pos:R:3:nbo_charge:R:1
C 0.75 2.95 0.17 0.16
N 0.27 1.88 -0.33 -0.55
H 0.19 3.87 0.07 0.24
H 1.70 2.90 0.68 0.23
H 0.79 1.01 -0.27 0.45
H -0.70 1.73 -0.62 0.47
N 0.11 -2.70 -0.15 -0.84
C -0.21 -1.49 0.50 0.09
O -0.92 -0.51 -0.30 -0.81
H -0.59 -3.42 -0.05 0.38
H 0.36 -2.60 -1.13 0.38
H -0.81 -1.69 1.39 0.18
H 0.69 -0.97 0.82 0.14
H -1.62 -0.98 -0.77 0.49
```

Output
- Gap between HOMO and LUMO: 7.80 eV
- HOMO: -0.48623 Ha
- Molecular weight: 77.11 g mol⁻¹
- LUMO: -5.43 eV
- Total charge: +1



*x*
A cluster of 2 separate species, C2H9N2O in total. Source: the Open Molecules 2025 dataset; level of theory: the ωB97M-V functional and the def2-TZVPD basis.

```
14
Properties=species:S:1:pos:R:3:nbo_charge:R:1
C -0.65 -2.35 1.49 -0.43
N 0.12 -1.80 0.32 -0.68
H -1.59 -2.69 1.05 0.23
H -0.89 -1.57 2.21 0.24
H -0.19 -3.23 1.93 0.24
H -0.34 -0.98 -0.11 0.49
H 0.98 -1.39 0.68 0.43
H 0.35 -2.55 -0.30 0.44
C 0.35 1.60 -1.07 0.55
N 0.42 2.47 -0.05 -0.79
O -0.24 0.54 -1.05 -0.69
H 0.67 2.12 -1.99 0.15
H 0.97 3.32 -0.06 0.42
H -0.03 2.31 0.84 0.40
```

Output
- Gap between HOMO and LUMO: 11.24 eV
- HOMO: -0.53510 Ha
- Molecular weight: 77.11 g mol⁻¹
- LUMO: -3.32 eV
- Total charge: +1



Bottom line: *x*, by a margin of 1.609 eV.



*w*
A cluster of 12 separate species, C47H125N17O19 in total. Source: the Open Molecules 2025 dataset; level of theory: the ωB97M-V functional and the def2-TZVPD basis.

```
208
Properties=species:S:1:pos:R:3:mulliken_charge:R:1
C 3.42 -5.43 5.09 0.53
O 2.70 -5.60 4.11 -0.66
N 4.21 -4.34 5.40 -0.40
N 3.56 -6.45 6.00 -0.46
H 5.12 -4.62 5.74 0.29
H 4.29 -3.57 4.75 0.22
H 3.11 -7.32 5.76 0.23
H 4.11 -6.39 6.84 0.16
C 2.15 -6.19 0.77 0.49
O 2.18 -5.99 -0.45 -0.70
N 1.25 -5.57 1.58 0.22
N 2.98 -7.09 1.40 -0.42
H 1.23 -5.80 2.56 0.10
H 0.61 -4.90 1.20 -0.10
H 3.69 -7.44 0.79 0.27
H 3.06 -6.96 2.39 0.19
C 7.22 -4.60 3.50 0.53
O 7.38 -5.82 3.44 -0.69
N 7.97 -3.84 4.36 -0.34
N 6.30 -3.92 2.74 -0.08
H 8.59 -4.39 4.92 0.22
H 7.92 -2.85 4.51 0.20
H 5.64 -4.49 2.25 0.12
H 5.97 -3.07 3.20 0.14
C -4.45 3.04 1.44 0.14
O -4.95 4.15 1.42 -0.68
N -4.47 2.19 2.52 -0.38
N -3.79 2.48 0.37 -0.06
H -4.95 2.44 3.36 0.23
H -3.86 1.39 2.45 0.19
H -3.59 1.49 0.41 0.19
H -3.81 3.09 -0.43 -0.04
C 4.81 -0.35 4.00 0.38
O 5.01 -1.56 3.97 -0.53
N 5.09 0.46 2.93 -0.24
N 4.28 0.29 5.09 -0.42
H 5.45 0.11 2.05 0.02
H 4.69 1.38 2.99 0.19
H 4.00 -0.29 5.87 0.25
H 4.32 1.28 5.18 0.17
C -7.09 -5.51 3.64 -0.79
O -5.70 -5.55 3.40 -0.32
C -5.37 -4.96 2.15 -0.80
C -3.87 -5.08 1.95 0.32
N -3.14 -4.59 3.11 -0.16
C -1.69 -4.73 2.93 -0.50
C -0.97 -4.32 4.19 0.16
O -1.32 -5.14 5.31 -0.56
C -0.87 -6.47 5.18 -0.49
H -7.36 -4.50 3.97 0.30
H -7.34 -6.25 4.40 0.25
H -7.68 -5.81 2.77 0.30
H -5.65 -3.90 2.18 0.34
H -5.84 -5.53 1.34 0.41
H -3.61 -4.41 1.13 -0.47
H -3.59 -6.12 1.71 0.43
H -3.40 -5.12 3.94 0.40
H -1.46 -4.04 2.11 -0.31
H -1.46 -5.77 2.69 1.00
H -1.31 -3.34 4.51 -0.18
H 0.12 -4.30 4.10 0.09
H -1.45 -7.07 4.47 0.24
H -1.03 -6.95 6.15 0.35
H 0.19 -6.54 4.90 0.05
C -2.30 -4.73 -1.61 -0.15
O -3.37 -4.85 -2.54 -0.51
C -3.83 -3.64 -3.05 -0.49
C -2.82 -2.88 -3.94 -0.70
N -1.89 -2.05 -3.23 0.80
C -1.31 -0.90 -3.92 0.75
C 0.09 -1.10 -4.48 -0.66
O 0.20 -1.69 -5.75 -0.40
C -0.17 -0.87 -6.82 -0.68
H -2.37 -5.49 -0.83 0.38
H -2.33 -3.74 -1.17 -0.28
H -1.39 -4.90 -2.20 0.30
H -4.18 -2.93 -2.28 0.06
H -4.70 -3.81 -3.69 0.44
H -3.49 -2.30 -4.60 0.48
H -2.32 -3.62 -4.57 0.36
H -2.20 -1.70 -2.33 -1.04
H -1.17 -0.13 -3.15 -0.82
H -1.97 -0.52 -4.72 0.45
H 0.70 -1.71 -3.80 0.08
H 0.63 -0.14 -4.38 0.41
H -0.28 -1.44 -7.74 0.27
H 0.54 -0.04 -6.96 0.30
H -1.12 -0.34 -6.64 0.26
C 10.22 0.21 0.49 -0.76
O 8.96 0.53 1.03 -0.34
C 8.00 0.83 0.05 -0.61
C 7.34 -0.33 -0.67 -0.68
N 6.27 -0.97 0.10 0.08
C 4.94 -0.65 -0.41 -0.19
C 4.49 -1.60 -1.51 -0.15
O 4.43 -2.89 -0.98 -0.16
C 4.20 -3.89 -1.94 -0.87
H 10.25 -0.77 0.01 0.28
H 10.99 0.29 1.26 0.29
H 10.58 1.00 -0.19 0.32
H 8.45 1.47 -0.72 0.39
H 7.26 1.46 0.53 0.29
H 8.09 -1.07 -0.99 0.39
H 6.99 0.04 -1.64 0.39
H 6.37 -1.97 0.14 0.19
H 4.87 0.37 -0.80 0.47
H 4.21 -0.74 0.39 -0.64
H 5.16 -1.58 -2.38 0.70
H 3.50 -1.25 -1.87 -0.01
H 5.04 -3.91 -2.66 0.33
H 3.33 -3.70 -2.58 0.23
H 4.13 -4.86 -1.45 0.24
C 0.31 9.89 3.51 -0.76
O 0.59 9.90 2.13 -0.26
C 0.10 11.05 1.47 -0.36
C -0.05 10.72 -0.01 -1.08
N -0.91 9.62 -0.41 -0.24
C -0.33 8.30 -0.29 -0.52
C -1.19 7.28 -0.99 0.06
O -2.39 7.16 -0.24 -0.41
C -3.25 6.19 -0.75 -0.07
H 0.57 10.84 3.97 0.32
H 0.94 9.13 3.96 0.23
H -0.75 9.67 3.68 0.30
H 0.76 11.90 1.65 0.38
H -0.92 11.27 1.80 0.34
H 0.96 10.47 -0.40 0.34
H -0.21 11.62 -0.62 0.40
H -1.80 9.69 0.08 0.25
H -0.19 7.99 0.75 0.23
H 0.69 8.29 -0.70 0.41
H -0.74 6.28 -1.09 -0.08
H -1.44 7.71 -1.97 0.24
H -3.44 6.17 -1.83 0.10
H -4.23 6.28 -0.30 0.30
H -2.83 5.21 -0.47 -0.09
C 0.64 -0.09 3.43 -0.99
O -0.55 -0.56 2.85 0.19
C -1.75 -0.33 3.58 -1.31
C -2.91 -0.94 2.82 -0.36
N -3.12 -0.33 1.50 0.84
C -3.87 -1.32 0.70 0.99
C -4.46 -0.71 -0.54 -2.73
O -3.43 -0.31 -1.43 1.71
C -3.92 0.22 -2.64 -0.92
H 1.29 0.44 2.72 0.13
H 1.17 -0.97 3.81 0.10
H 0.42 0.50 4.32 0.56
H -1.91 0.74 3.76 0.55
H -1.62 -0.87 4.52 0.60
H -3.83 -0.88 3.39 0.55
H -2.64 -2.01 2.70 -0.07
H -2.25 -0.24 0.97 -0.59
H -4.73 -1.70 1.25 0.69
H -3.25 -2.21 0.52 -0.91
H -5.05 0.19 -0.31 0.60
H -5.16 -1.41 -1.03 0.69
H -4.34 -0.58 -3.26 0.24
H -3.07 0.67 -3.15 -0.01
H -4.66 1.00 -2.46 0.38
C 2.68 -2.65 1.99 -0.44
O 1.38 -2.66 1.46 1.35
C 1.36 -2.46 0.05 -0.71
C -0.08 -2.35 -0.38 0.43
N -0.76 -1.11 0.02 1.39
C -0.03 0.12 -0.37 -0.16
C -0.96 1.31 -0.57 -0.04
O -0.32 2.39 -1.22 -0.15
C 0.76 2.93 -0.51 -0.97
H 3.39 -3.23 1.40 -0.03
H 2.63 -2.90 3.05 0.23
H 3.10 -1.63 2.06 -0.70
H 1.75 -3.40 -0.37 0.33
H 1.99 -1.62 -0.24 -0.31
H -0.74 -3.07 0.10 -1.19
H -0.12 -2.45 -1.47 0.32
H -0.70 -1.04 1.04 -0.49
H 0.36 -0.07 -1.38 0.62
H 0.85 0.27 0.27 0.07
H -1.31 1.63 0.42 0.90
H -1.77 0.99 -1.23 -1.52
H 0.63 3.09 0.56 0.40
H 0.92 3.93 -0.93 0.30
H 1.68 2.37 -0.69 0.18
C -2.20 3.66 -3.17 -0.03
O -3.22 4.46 -3.74 -0.23
C -4.14 3.69 -4.46 0.30
C -5.18 4.61 -5.08 -1.35
N -4.67 5.81 -5.74 -0.37
C -3.91 5.51 -6.96 -0.25
C -3.52 6.76 -7.72 -0.47
O -2.60 6.46 -8.75 -0.35
C -1.32 6.12 -8.33 -0.63
H -2.73 3.07 -2.41 -0.43
H -1.49 4.29 -2.64 0.10
H -1.68 3.00 -3.87 0.49
H -4.66 2.91 -3.88 -0.11
H -3.58 3.16 -5.25 0.34
H -5.86 4.97 -4.30 0.42
H -5.84 4.05 -5.75 0.44
H -4.03 6.21 -5.07 0.29
H -4.49 4.83 -7.60 0.31
H -3.07 4.85 -6.67 0.08
H -3.11 7.58 -7.13 0.34
H -4.46 7.08 -8.18 0.27
H -0.64 6.10 -9.19 0.27
H -1.29 5.17 -7.80 0.23
H -0.82 6.94 -7.79 0.28
```

Output
- Gap between HOMO and LUMO: 8.39 eV
- SMILES: COCCNCCOC.COCCNCCOC.COCCNCCOC.COCCNCCOC.COCCNCCOC.COCCNCCOC.COCCNCCOC.NC(N)=O.NC(N)=O.NC(N)=O.NC(N)=O.NC(N)=O
- HOMO: -0.31090 Ha
- Molecular weight: 1232.62 g mol⁻¹
- LUMO: -0.07 eV
- Total charge: 0



*x*
A cluster of 12 separate species, C47H125N17O19 in total. Source: the Open Molecules 2025 dataset; level of theory: the ωB97M-V functional and the def2-TZVPD basis.

```
208
Properties=species:S:1:pos:R:3:mulliken_charge:R:1
C 0.12 0.51 0.32 -0.89
O 1.27 1.02 0.35 -1.01
N -0.24 -0.56 1.05 0.40
N -0.74 1.07 -0.49 2.29
H -1.25 -0.72 0.98 -0.02
H 0.28 -0.63 1.94 0.04
H -1.41 0.42 -0.87 -0.43
H -0.18 1.64 -1.10 -0.91
C -3.82 -0.95 0.49 -0.37
O -2.69 -1.12 0.02 0.48
N -4.77 -1.87 0.28 -0.05
N -4.15 0.24 1.17 0.23
H -5.61 -1.83 0.70 0.26
H -4.52 -2.87 0.04 0.04
H -3.40 0.92 1.41 -0.25
H -4.98 0.25 1.80 0.20
C -3.01 -4.54 -1.42 0.48
O -4.15 -4.45 -0.94 -0.81
N -2.02 -3.57 -1.36 0.31
N -2.68 -5.70 -2.12 -0.29
H -2.17 -2.68 -0.84 -0.35
H -1.14 -3.73 -1.80 0.35
H -1.79 -5.87 -2.52 0.14
H -3.42 -6.36 -2.10 0.22
C 1.64 1.15 4.28 -0.13
O 1.14 0.02 4.25 -0.62
N 1.89 1.83 3.14 1.41
N 2.18 1.69 5.35 -0.23
H 1.59 1.52 2.18 -0.38
H 2.67 2.52 2.98 -0.30
H 2.13 1.11 6.19 0.28
H 2.53 2.60 5.41 0.13
C -3.28 3.87 -1.95 0.37
O -4.25 4.41 -2.40 -0.69
N -2.52 3.01 -2.70 0.34
N -2.87 3.94 -0.57 -0.17
H -2.68 2.78 -3.65 0.09
H -1.57 2.87 -2.39 -0.31
H -3.64 4.10 0.02 0.33
H -2.39 3.10 -0.36 -0.24
C 3.57 -1.40 1.81 0.17
O 4.67 -1.45 2.76 -0.50
C 4.69 -0.25 3.53 -0.76
C 5.23 0.91 2.65 -0.35
N 5.61 2.12 3.47 -0.33
C 5.73 3.36 2.74 -0.03
C 5.40 4.52 3.74 -1.05
O 4.03 4.58 4.30 -0.37
C 3.17 5.20 3.31 -0.91
H 3.41 -2.45 1.45 0.18
H 3.66 -0.60 1.04 -0.05
H 2.64 -1.23 2.35 -0.05
H 5.37 -0.56 4.36 0.38
H 3.76 -0.06 3.95 0.27
H 4.41 1.20 1.96 0.30
H 6.02 0.64 1.94 0.51
H 4.90 2.16 4.19 0.33
H 4.92 3.50 1.93 -0.06
H 6.68 3.54 2.29 0.50
H 5.60 5.42 3.16 0.46
H 6.09 4.44 4.55 0.43
H 2.15 5.06 3.55 0.39
H 3.31 4.85 2.27 0.25
H 3.30 6.28 3.22 0.40
C -1.95 -4.47 -5.30 -0.54
O -0.82 -4.94 -4.62 -0.34
C 0.45 -4.40 -4.92 -1.10
C 0.73 -3.32 -3.88 0.65
N 0.82 -3.90 -2.54 -0.06
C 1.62 -3.23 -1.59 -0.59
C 3.03 -2.86 -1.99 -0.44
O 3.47 -3.90 -2.83 -0.40
C 4.80 -3.79 -3.39 -0.76
H -2.64 -4.01 -4.57 0.04
H -2.47 -5.42 -5.67 0.24
H -1.70 -3.77 -6.08 0.39
H 0.40 -3.96 -5.94 0.33
H 1.19 -5.20 -4.96 0.41
H -0.18 -2.73 -3.91 -0.45
H 1.58 -2.72 -4.30 0.24
H 1.18 -4.85 -2.67 0.36
H 1.79 -3.94 -0.77 0.43
H 1.14 -2.34 -1.22 -0.25
H 3.60 -2.71 -1.16 0.86
H 3.04 -1.93 -2.58 -0.01
H 5.44 -3.35 -2.60 0.24
H 4.80 -3.04 -4.20 0.26
H 5.19 -4.73 -3.60 0.32
C -4.81 -1.09 -3.16 -0.69
O -4.18 -0.73 -4.40 -0.49
C -2.81 -0.56 -4.31 0.68
C -2.30 0.24 -5.46 -0.33
N -3.00 1.52 -5.29 -0.10
C -2.79 2.36 -6.43 -0.93
C -3.58 2.03 -7.61 -0.53
O -2.97 1.07 -8.44 -0.30
C -3.70 0.45 -9.48 -0.74
H -4.91 -0.16 -2.61 0.37
H -4.24 -1.68 -2.54 0.15
H -5.82 -1.55 -3.47 0.22
H -2.26 -1.50 -4.37 -0.06
H -2.56 -0.08 -3.39 -0.23
H -2.59 -0.25 -6.41 0.45
H -1.21 0.35 -5.39 -0.12
H -4.01 1.38 -5.25 0.33
H -1.75 2.35 -6.68 0.39
H -3.08 3.39 -6.17 0.43
H -3.84 2.99 -8.16 0.41
H -4.51 1.53 -7.28 0.27
H -3.00 -0.25 -9.92 0.23
H -4.06 1.17 -10.28 0.27
H -4.56 -0.05 -9.06 0.33
C 5.09 1.03 -1.30 0.09
O 6.19 1.34 -2.13 -0.50
C 7.02 0.26 -2.46 -0.60
C 7.98 0.01 -1.27 -0.32
N 8.84 1.20 -0.96 -0.28
C 10.12 0.96 -0.24 -0.86
C 10.09 0.12 0.99 -0.55
O 8.86 0.31 1.59 -0.15
C 8.53 -0.49 2.69 -0.50
H 4.39 1.82 -1.37 0.16
H 5.33 0.86 -0.25 -0.26
H 4.57 0.11 -1.68 0.23
H 7.66 0.55 -3.30 0.36
H 6.43 -0.60 -2.75 0.28
H 8.65 -0.85 -1.59 0.38
H 7.44 -0.41 -0.43 0.08
H 8.20 1.86 -0.53 0.28
H 10.58 1.89 0.04 0.38
H 10.79 0.50 -0.98 0.34
H 10.91 0.36 1.67 0.41
H 10.22 -0.94 0.80 0.38
H 7.59 -0.16 3.10 -0.01
H 9.23 -0.30 3.52 0.35
H 8.45 -1.56 2.38 0.31
C -7.52 -4.15 7.91 -0.80
O -6.73 -3.83 6.77 -0.18
C -6.76 -4.88 5.86 -1.00
C -5.88 -4.55 4.69 -0.09
N -4.51 -4.61 5.19 -0.36
C -3.55 -4.73 4.03 -1.68
C -3.03 -3.40 3.46 0.61
O -2.28 -2.79 4.53 -0.49
C -1.09 -2.18 4.14 -0.69
H -8.62 -4.25 7.64 0.31
H -7.43 -3.33 8.63 0.22
H -7.14 -5.07 8.42 0.31
H -7.75 -5.15 5.59 0.50
H -6.38 -5.74 6.38 0.41
H -6.05 -3.57 4.16 -0.03
H -5.94 -5.30 3.94 0.52
H -4.16 -3.82 5.66 0.32
H -3.99 -5.30 3.25 0.49
H -2.76 -5.31 4.43 0.47
H -3.74 -2.68 3.08 -0.36
H -2.32 -3.73 2.70 0.62
H -1.34 -1.50 3.26 0.01
H -0.35 -2.86 3.79 0.66
H -0.71 -1.56 4.98 0.24
C -7.51 0.94 2.25 -0.95
O -6.51 0.23 2.97 -0.27
C -6.64 0.39 4.38 -0.93
C -5.45 -0.45 5.06 0.04
N -4.26 0.27 5.45 -0.32
C -3.18 0.42 4.54 0.99
C -3.12 1.74 3.92 -0.93
O -2.03 1.72 2.98 0.14
C -1.29 2.90 2.81 -0.46
H -7.56 1.96 2.51 0.34
H -8.53 0.53 2.48 0.27
H -7.16 0.83 1.23 0.31
H -7.63 -0.05 4.66 0.49
H -6.57 1.43 4.69 0.41
H -5.13 -1.33 4.38 -0.39
H -5.81 -0.85 5.98 0.47
H -4.03 0.04 6.42 0.34
H -3.37 -0.27 3.76 -0.86
H -2.20 0.26 5.02 0.29
H -2.89 2.49 4.64 0.63
H -4.12 2.00 3.43 -0.05
H -0.48 2.63 2.18 -0.28
H -0.84 3.29 3.78 0.34
H -1.77 3.77 2.27 0.25
C 0.81 6.80 0.29 -0.74
O 0.59 6.37 -1.04 -0.48
C 0.48 4.95 -1.18 0.68
C 0.53 4.55 -2.59 -1.15
N 0.56 3.12 -2.67 0.22
C 0.37 2.67 -4.04 0.24
C 1.09 1.35 -4.17 -1.24
O 2.51 1.43 -3.77 0.29
C 3.36 1.94 -4.76 -0.82
H 0.67 7.86 0.42 0.36
H 1.74 6.46 0.71 0.21
H 0.01 6.45 0.87 0.30
H -0.46 4.55 -0.67 -0.06
H 1.35 4.44 -0.66 0.06
H 1.37 5.04 -3.05 0.45
H -0.37 4.91 -3.02 0.33
H 1.39 2.79 -2.28 0.11
H 0.73 3.37 -4.72 0.53
H -0.68 2.45 -4.32 -0.70
H 1.16 0.93 -5.13 0.79
H 0.65 0.71 -3.41 0.12
H 4.36 1.77 -4.47 0.10
H 3.24 2.98 -4.97 0.28
H 3.13 1.31 -5.70 0.29
```

Output
- Gap between HOMO and LUMO: 9.16 eV
- SMILES: COCCNCCOC.COCCNCCOC.COCCNCCOC.COCCNCCOC.COCCNCCOC.COCCNCCOC.COCCNCCOC.NC(N)=O.NC(N)=O.NC(N)=O.NC(N)=O.NC(N)=O
- HOMO: -0.31527 Ha
- Molecular weight: 1232.62 g mol⁻¹
- LUMO: 0.58 eV
- Total charge: 0



Bottom line: *w*, by a margin of 2.529 eV.



*w*
A cluster of 2 separate species, C7H16N in total. Source: the Open Molecules 2025 dataset; level of theory: the ωB97M-V functional and the def2-TZVPD basis.

```
24
Properties=species:S:1:pos:R:3:nbo_charge:R:1
C -1.61 -0.57 -0.65 -0.19
C -0.86 -0.26 0.44 -0.10
C -0.53 1.14 0.73 0.46
C -0.80 -1.37 1.50 -0.62
C 0.15 1.47 2.00 -0.69
C 1.46 -0.31 -2.19 -0.63
C 1.51 -1.16 -1.02 -0.59
N -0.85 2.08 -0.14 -0.64
H -1.94 0.22 -1.32 0.16
H -2.30 -1.31 -0.77 0.22
H -1.00 -2.33 1.13 0.25
H -1.46 -1.19 2.30 0.24
H 0.26 -1.19 1.81 0.22
H -0.54 1.49 2.81 0.28
H 0.59 2.46 1.92 0.25
H 1.04 0.66 2.23 0.28
H 1.58 -0.81 -3.20 0.23
H 2.27 0.39 -2.26 0.22
H 0.49 -0.01 -2.27 0.18
H 0.81 -2.03 -1.04 0.21
H 1.33 -0.64 -0.15 0.17
H 2.54 -1.70 -0.97 0.22
H -0.66 3.07 0.05 0.43
H -1.48 1.93 -0.94 0.43
```

Output
- Gap between HOMO and LUMO: 8.91 eV
- HOMO: -0.52528 Ha
- Molecular weight: 114.21 g mol⁻¹
- LUMO: -5.38 eV
- Total charge: +1



*x*
A cluster of 2 separate species, C7H16N in total. Source: the Open Molecules 2025 dataset; level of theory: the ωB97M-V functional and the def2-TZVPD basis.

```
24
Properties=species:S:1:pos:R:3:nbo_charge:R:1
C -1.34 2.18 1.53 -0.61
C -1.05 0.72 1.20 -0.40
C -0.50 0.59 -0.24 -0.25
C -0.65 -1.66 -1.35 0.06
C 0.06 -0.76 -0.60 0.03
C 1.48 -0.96 -0.16 -0.67
C -0.20 -3.03 -1.78 -0.68
N 1.57 2.07 0.52 -0.71
H -1.63 2.38 2.62 0.25
H -2.12 2.62 0.96 0.23
H -0.24 0.37 1.87 0.22
H -1.89 0.05 1.41 0.27
H -1.22 0.92 -0.95 0.24
H 0.42 1.36 -0.16 0.32
H -1.62 -1.31 -1.72 0.22
H 1.58 -0.70 0.94 0.25
H 1.88 -1.99 -0.39 0.24
H 2.14 -0.20 -0.74 0.26
H -0.18 -3.14 -2.90 0.28
H -0.85 -3.79 -1.47 0.26
H 0.82 -3.28 -1.38 0.23
H 2.04 2.71 -0.04 0.37
H 1.89 2.15 1.44 0.38
H -0.39 2.72 1.38 0.22
```

Output
- Gap between HOMO and LUMO: 4.78 eV
- HOMO: -0.48844 Ha
- Molecular weight: 114.21 g mol⁻¹
- LUMO: -8.51 eV
- Total charge: +1



Bottom line: *w*, by a margin of 4.472 eV.